Entry 1:
The following is a quantum chemistry calculation of C5H8N2S in the gas phase, from the OMol25 dataset.

The geometry in XYZ format:
```
16
Properties=species:S:1:pos:R:3:forces:R:3:lowdin_charge:R:1
C 1.05291 1.83327 -1.12474 1.45 0.06 0.40 -0.1432
C 0.03837 -0.08475 0.04823 0.26 2.16 -2.76 -0.3793
C -0.72536 -0.59328 -1.00985 0.65 0.21 -0.19 -0.0503
C -1.47884 -1.68516 -0.45257 -0.87 0.37 -1.48 -0.1201
C -1.21908 -1.79923 0.86614 0.84 0.55 0.45 -0.1568
H 1.44099 1.21666 -1.94176 0.54 0.11 0.23 0.0798
H 0.10647 2.14186 -1.51235 -0.82 0.96 -0.02 0.0625
H 1.77653 2.64799 -0.80575 -1.06 -0.63 -1.20 0.1070
H 0.85156 1.67235 0.92190 -0.17 -1.18 -1.02 0.0936
H -0.72016 -0.29019 -2.08710 0.02 -0.25 1.38 0.1080
H -2.23569 -2.18179 -1.05251 0.24 -0.28 0.41 0.0963
H -1.56150 -2.32532 1.73648 -0.27 -0.44 -0.29 0.0973
H 1.71730 -0.49820 2.54526 -2.59 0.23 0.15 -0.0426
N 0.94539 1.05877 0.07951 -1.21 -1.69 1.60 -0.0811
N -0.24058 -0.84049 1.10920 0.96 0.76 3.09 -0.4511
S 0.25169 -0.27247 2.67991 2.04 -0.95 -0.73 0.7800
```
Forces are in eV/Å.

structure (SMILES) = CNc1cccn1S
total energy = -702.95706 hartree
HOMO = -7.63 eV
lowest unoccupied orbital energy = 0.019 hartree

Entry 2:
The following is a quantum chemistry calculation of an isolated ion of composition C5H8N3 and charge +1, from the OMol25 dataset.

The geometry in XYZ format:
```
16
Properties=species:S:1:pos:R:3:forces:R:3:lowdin_charge:R:1
C 1.30837 2.40334 -0.03907 -1.00 -2.98 0.85 0.3450
C 0.01905 -0.94901 1.52938 -0.79 0.04 -1.63 -0.1687
C -0.55209 -0.29107 -1.12536 1.21 -0.96 -0.65 -0.1260
C 0.44688 -1.43950 -0.75502 -1.40 -1.88 -2.07 -0.2142
C -0.64530 0.71583 -0.02830 -2.91 0.98 -0.30 -0.3233
N 0.59557 1.49113 -0.06947 1.69 3.66 -0.02 0.2116
N 0.52835 -1.66492 0.62990 1.59 -0.02 1.08 0.0350
N -0.79316 0.18376 1.28624 0.23 0.48 -1.01 0.0704
H 2.11177 3.00562 0.33324 0.20 0.61 -0.47 0.1420
H 0.23430 -1.23004 2.51027 -0.19 -0.11 1.77 0.1109
H -0.15613 0.21166 -1.99364 -0.18 0.26 -0.54 0.1133
H -1.56000 -0.62522 -1.36402 0.10 -0.25 0.15 0.1308
H -0.04319 -2.41480 -1.13243 0.74 1.40 0.22 0.1470
H 1.46860 -1.48717 -1.30852 -1.61 0.66 1.24 0.1498
H -1.47836 1.50847 -0.38409 1.83 -1.63 1.39 0.2257
H -1.48467 0.58193 1.91090 0.48 -0.25 0.01 0.1507
```
Forces are in eV/Å.

structure (SMILES) = C#[N+][C@H]1CCN=CN1
charge = +1
total energy = -359.22979 hartree
HOMO = -13.19 eV
lowest unoccupied orbital energy = -0.193 hartree

Entry 3:
The following is a quantum chemistry calculation of an isolated ion of composition C5H8N3 and charge +1, from the OMol25 dataset.

The geometry in XYZ format:
```
16
Properties=species:S:1:pos:R:3:forces:R:3:lowdin_charge:R:1
C -2.05798 0.04845 -0.96377 1.60 0.48 0.65 -0.0226
C -1.06401 0.73678 -1.78628 2.37 -0.21 3.29 -0.0027
C -1.65384 -0.51990 0.20705 -3.50 -1.44 0.29 -0.1119
C 0.14541 1.13181 -1.42370 -1.72 -0.72 -0.95 0.0116
C 1.29733 -0.92662 2.17768 -1.13 -2.11 -1.11 -0.0663
N -0.32927 -0.49085 0.55467 2.30 -0.03 2.32 -0.0050
N -0.06212 -0.95665 1.71704 -1.29 0.21 -2.97 0.0316
N 1.38017 1.32878 -1.48986 2.28 0.91 1.02 0.2178
H -2.99909 0.12808 -1.45387 -1.00 -0.63 0.61 0.1095
H -1.20063 0.93172 -2.78278 -0.69 0.42 -2.55 0.1167
H -2.38034 -1.12734 0.90962 1.46 1.37 -1.52 0.1692
H 1.94497 -0.24969 1.77691 1.30 2.62 -0.88 0.0501
H 1.12992 -0.96002 3.18170 0.29 0.88 3.11 0.0590
H 1.87441 -1.84051 2.07375 -0.61 -0.92 -0.64 0.1086
H 1.92947 2.19509 -1.31534 -1.38 -0.11 -0.06 0.1780
H 2.04560 0.57088 -1.38283 -0.29 -0.73 -0.59 0.1565
```
Forces are in eV/Å.

structure (SMILES) = C/N=N/C=C\C=C=[NH2+]
charge = +1
total energy = -359.17295 hartree
HOMO = -13.49 eV
lowest unoccupied orbital energy = -0.185 hartree

Entry 4:
The following is a quantum chemistry calculation of an isolated ion of composition C5H8N3O and charge +1, from the OMol25 dataset.

The geometry in XYZ format:
```
17
Properties=species:S:1:pos:R:3:forces:R:3:lowdin_charge:R:1
C -0.52152 1.73414 0.06028 -0.91 0.15 -0.21 -0.0745
C -1.32980 0.61195 0.07096 0.24 0.71 -0.06 0.0009
C 0.54700 -0.69122 -0.15319 -0.21 3.10 -0.08 0.1111
C 1.58550 -1.59193 -0.23258 0.13 -1.45 -0.73 -0.3110
C -1.54966 -1.79943 0.24114 -0.76 -1.08 0.20 0.0334
N 0.76759 1.56030 0.24759 1.08 -2.11 0.24 0.0037
N -0.73796 -0.60752 0.03032 0.41 0.05 0.12 -0.1125
N 1.71951 2.36248 -0.05545 -0.42 0.24 -0.11 0.1558
O 2.70838 -1.64557 0.18071 0.39 0.30 0.50 0.0891
H -0.95916 2.72063 -0.05099 0.06 0.03 -0.05 0.1436
H -2.40115 0.66804 0.14491 -0.10 -0.09 0.04 0.1429
H 1.21682 -2.32416 -1.01636 0.04 0.00 0.11 0.1682
H -0.98685 -2.54433 0.80170 0.02 0.17 -0.02 0.1173
H -2.45248 -1.54948 0.79279 0.07 0.04 -0.02 0.1064
H -1.83372 -2.22581 -0.72345 0.09 0.13 0.04 0.1206
H 1.59524 3.16810 -0.66518 -0.02 -0.23 0.01 0.1540
H 2.63226 2.15382 0.32677 -0.11 0.02 0.02 0.1509
```
Forces are in eV/Å.

charge = +1
total energy = -434.40308 hartree
HOMO (spin up / spin down) = -12.85 / -12.86 eV
lowest unoccupied orbital energy (spin up / spin down) = -0.207 / -0.207 hartree

total energy of number 2 (C5H8N3)?
-359.22979 hartree